Record 1
A cluster of 7 separate species, C20H47N6O11 in total at a distorted geometry, computed with ωB97M-V/def2-TZVPD.

The orbital gap (alpha / beta) is 5.0 / 2.8 eV. Its expectation value of S² is 0.765. The LUMO energy (alpha / beta) comes out at -8.5 / -10.8 eV. The calculation puts the HOMO energy (alpha / beta) at -0.4974 / -0.4974 Eh.

```
! wB97M-V def2-TZVPD RIJCOSX def2/J DEFGRID3
* xyz 2 2
N 0.1981 0.3836 -0.3096
H 0.2787 -0.3721 -0.9748
H 1.1147 0.7108 -0.0397
H -0.2384 -0.0444 0.4943
H -0.3339 1.0556 -0.8439
C -0.2690 0.1960 3.7211
N 0.1526 -1.0940 3.0560
O 1.0495 -1.7188 3.4819
O -0.4353 -1.4500 2.1148
H 0.4117 0.6341 4.4510
H -1.1333 -0.0124 4.3517
H -0.4985 1.0261 3.0531
C 0.3681 -1.0079 -5.5919
N 1.1540 -0.6830 -4.3480
O 2.3117 -1.0394 -4.3175
O 0.5489 -0.2047 -3.4116
H 0.5152 -0.2341 -6.3454
H -0.6710 -1.0938 -5.2740
H 0.6932 -1.9848 -5.9497
C 2.7005 -2.8147 0.2168
C 2.1104 -2.6333 -1.2910
C 2.0445 -3.9824 -1.9934
O 1.9510 -3.7970 -3.3758
C 2.5669 -4.7324 -4.2271
N 0.7583 -2.1774 -1.1821
H 2.6903 -1.8615 0.7455
H 3.7692 -3.0286 0.1994
H 2.2280 -3.5261 0.8941
H 2.6006 -1.8591 -1.8813
H 1.2802 -4.6183 -1.5466
H 2.9631 -4.5126 -1.7421
H 2.3063 -5.7691 -4.0142
H 3.6472 -4.6634 -4.3545
H 2.2742 -4.5120 -5.2536
H 0.2687 -2.4087 -2.0347
H 0.4025 -2.7324 -0.4169
C -3.4799 3.2326 -2.8522
C -2.3668 2.9022 -1.8039
C -3.1148 2.7656 -0.4262
O -2.2740 2.3386 0.6507
C -1.6782 3.4089 1.3298
N -1.6942 1.6533 -2.1935
H -2.9175 3.3810 -3.7740
H -4.0131 4.1569 -2.6299
H -4.2819 2.5009 -2.9494
H -1.6414 3.7157 -1.8021
H -3.8713 1.9950 -0.5747
H -3.5949 3.7037 -0.1479
H -2.2241 4.3034 1.6297
H -0.9015 3.8881 0.7339
H -1.2741 2.9930 2.2528
H -2.3841 0.9371 -2.3702
H -1.2325 1.8264 -3.0750
C 3.7375 0.5690 -0.6137
C 3.5816 0.8254 0.8674
C 4.7843 1.5253 1.5307
O 4.5614 1.6819 2.9008
C 5.7337 2.3089 3.5655
N 2.4022 1.6007 1.0248
H 4.4519 -0.2499 -0.6980
H 4.2318 1.3521 -1.1887
H 2.8105 0.3330 -1.1364
H 3.4390 -0.0713 1.4704
H 5.0254 2.4843 1.0721
H 5.6543 0.8941 1.3492
H 5.9393 3.3658 3.3959
H 6.7170 1.8866 3.3583
H 5.5120 2.2142 4.6285
H 2.7282 2.1160 1.8300
H 2.7652 2.2916 0.3837
C -4.3064 -1.6439 2.4958
C -5.5109 -1.9551 3.0584
C -6.4902 -0.8904 3.3657
O -7.5997 -0.9848 3.9443
C -6.0758 0.4271 2.8884
C -4.9238 0.7132 2.2859
C -3.8697 -0.3308 2.0891
O -2.7712 -0.0587 1.6619
O -4.6397 2.0124 2.0216
O -5.8400 -3.1830 3.4769
H -3.6757 -2.4923 2.2748
H -6.7374 1.2478 3.1233
H -3.8381 2.0557 1.4950
H -6.6314 -3.1853 4.0203
*
```


Record 2
A cluster of 2 separate species, C6H11N3O2 in total at a distorted geometry, computed with ωB97M-V/def2-TZVPD.

The orbital gap is 7.8 eV. The LUMO energy comes out at 0.5 eV. The calculation puts the HOMO energy at -0.2675 Eh. The relative energy (zero: lowest compared OMol25 entry of this formula, charge and spin) comes out at 3.453 eV.

```
! wB97M-V def2-TZVPD RIJCOSX def2/J DEFGRID3
* xyz 0 1
C -0.4020 0.8936 1.7955
C -0.8778 -0.3397 1.8670
C -0.0971 -0.0418 -0.2224
C 0.0286 -0.2612 -1.6599
C 0.9844 2.1286 0.1041
C -1.2935 -2.2148 0.4038
N 0.1559 1.0448 0.5121
N -0.8158 -0.8946 0.5970
N 3.4331 -0.5628 0.1928
O 3.6493 0.6744 0.2244
O 2.1861 -0.9386 0.1657
H 0.0129 1.6151 2.4606
H -1.5246 -0.6227 2.7212
H 0.5088 0.5709 -2.1156
H -0.8743 -0.4062 -2.2637
H 0.7605 -1.1385 -1.9449
H 0.9025 2.9311 0.8701
H 2.0639 1.6339 0.0968
H 0.5513 2.5365 -0.8956
H -2.2807 -2.3812 0.9034
H -1.3741 -2.3156 -0.6739
H -0.5169 -2.9276 0.7752
*
```


Record 3
A cluster of 8 separate species, C57H125N5O11 in total at a distorted geometry, computed with ωB97M-V/def2-TZVPD.

The orbital gap is 8.2 eV. The LUMO energy comes out at 0.3 eV. The SMILES is CC1(C)CCCC(C)(C)N1O.CC1(C)CCCC(C)(C)N1O.CC1(C)CCCC(C)(C)N1O.CC1(C)CCCC(C)(C)N1O.CC1(C)CCCC(C)(C)N1O.COCCOC.COCCOC.COCCOC. The calculation puts the HOMO energy at -0.2912 Eh. The relative energy (zero: lowest compared OMol25 entry of this formula, charge and spin) comes out at 2.294 eV.

```
! wB97M-V def2-TZVPD RIJCOSX def2/J DEFGRID3
* xyz 0 1
C 16.3927 -6.4628 24.8569
O 17.1604 -7.0165 23.8140
C 16.5275 -8.0701 23.1242
C 15.4358 -7.5552 22.2103
O 15.9870 -6.6612 21.2594
C 16.1006 -5.3206 21.6894
H 16.3201 -7.2085 25.6594
H 15.3790 -6.2346 24.5141
H 16.7981 -5.5583 25.3066
H 16.2382 -8.8781 23.8137
H 17.3122 -8.5580 22.5431
H 14.5421 -7.1671 22.7077
H 15.0386 -8.4012 21.6414
H 15.9917 -4.6261 20.8530
H 17.0372 -5.1103 22.2071
H 15.2515 -5.0720 22.3386
C 20.7250 5.1634 20.3684
O 21.5655 5.5814 21.4693
C 22.4633 6.6138 21.1402
C 23.8185 6.1604 20.5787
O 24.5189 5.2645 21.4002
C 24.0505 3.9201 21.4507
H 19.8181 4.7590 20.8062
H 21.2784 4.4011 19.8178
H 20.5234 6.0455 19.7610
H 22.6165 7.1720 22.0690
H 22.0286 7.3622 20.4628
H 24.4715 7.0329 20.5487
H 23.6732 5.8048 19.5500
H 24.2076 3.5131 20.4451
H 23.0207 3.8348 21.7908
H 24.7100 3.3939 22.1375
C 14.7250 1.7818 25.3522
O 13.7720 1.2717 24.4592
C 13.2074 0.0247 24.7567
C 14.1810 -1.1157 24.4711
O 13.6226 -2.3489 24.9120
C 14.5994 -3.3456 24.9462
H 14.8708 2.8235 25.0746
H 15.6342 1.1768 25.3849
H 14.3953 1.8447 26.4025
H 12.3166 -0.0735 24.1377
H 12.9289 -0.0482 25.8170
H 15.1704 -0.8833 24.8760
H 14.3258 -1.2892 23.3956
H 15.1988 -3.4020 24.0303
H 14.1209 -4.3171 25.0944
H 15.2739 -3.2984 25.8126
C 17.6708 0.6498 15.8607
C 17.9005 0.0532 14.4566
C 16.6852 0.2477 13.5395
C 16.7276 1.5588 12.7790
C 17.9368 1.5092 11.8549
C 19.2686 1.1522 12.5444
N 19.1258 0.6834 13.9279
O 20.3205 0.2295 14.5046
C 20.0687 0.0871 11.7140
C 20.1135 2.4213 12.5827
C 18.1023 -1.4600 14.5686
H 17.5620 1.7268 15.7095
H 18.4406 0.4471 16.6018
H 16.7207 0.2637 16.2404
H 16.4862 -0.5735 12.8538
H 15.8276 0.3178 14.2190
H 16.7768 2.4600 13.3992
H 15.8168 1.7662 12.2093
H 18.0086 2.5039 11.4034
H 17.8126 0.8574 10.9887
H 21.1226 0.3531 11.6406
H 19.9719 -0.9004 12.1579
H 19.6966 0.0926 10.6881
H 20.2744 2.8796 11.6010
H 19.5842 3.2319 13.1050
H 21.0863 2.3998 13.0777
H 18.3832 -1.8584 13.5882
H 17.2474 -2.0446 14.9087
H 18.9702 -1.6767 15.1953
H 20.4541 0.8698 15.2132
C 13.2594 7.2384 19.5661
C 13.2891 5.7031 19.4377
C 11.8565 5.3085 19.0905
C 11.6849 3.9028 18.5020
C 12.6458 3.6190 17.3640
C 14.0989 4.0092 17.6734
N 14.2155 5.3105 18.3583
O 15.5482 5.6813 18.6169
C 14.7552 2.8753 18.5271
C 14.8579 4.1448 16.3540
C 13.7666 5.1324 20.7710
H 12.8482 7.7084 18.6730
H 14.2672 7.6534 19.6559
H 12.7203 7.4947 20.4762
H 11.3089 5.1939 20.0287
H 11.4093 5.9701 18.3508
H 10.6562 3.8089 18.1389
H 11.7321 3.1001 19.2464
H 12.3250 4.1367 16.4562
H 12.6267 2.5377 17.2247
H 14.4836 2.8728 19.5790
H 14.5100 1.8834 18.1411
H 15.8296 3.0362 18.4139
H 15.8959 4.3899 16.5742
H 14.7770 3.2010 15.8124
H 14.4072 4.9555 15.7816
H 13.4474 5.7249 21.6351
H 14.8555 5.1049 20.8234
H 13.4796 4.1178 21.0650
H 15.6767 6.4011 17.9905
C 18.0627 -2.0000 22.1515
C 18.5652 -0.6624 22.7485
C 20.0694 -0.4806 22.5669
C 20.4822 -0.1054 21.1419
C 19.7454 1.1500 20.7544
C 18.2159 1.1308 20.8882
N 17.8174 0.4591 22.1297
O 16.4243 0.3072 22.1792
C 17.8160 2.5981 21.0790
C 17.6171 0.5495 19.5922
C 18.2487 -0.6488 24.2542
H 16.9701 -2.0573 22.2502
H 18.1161 -2.0995 21.0648
H 18.4368 -2.8221 22.7626
H 20.5664 0.2263 23.2313
H 20.5108 -1.4747 22.6978
H 21.5580 0.0903 21.1487
H 20.3558 -0.9495 20.4572
H 19.9389 1.4590 19.7190
H 20.1951 1.9835 21.3049
H 17.9696 3.1915 20.1711
H 18.3493 3.0076 21.9310
H 16.7365 2.6682 21.2392
H 18.0408 -0.4211 19.3354
H 17.6428 1.2898 18.7928
H 16.5334 0.3985 19.6727
H 18.1445 0.3650 24.6362
H 17.3156 -1.1936 24.3990
H 19.0687 -1.1331 24.7875
H 16.1955 -0.3381 21.4905
C 17.3780 5.8427 22.3367
C 17.0793 7.1993 22.9865
C 16.2922 6.9287 24.2645
C 16.2122 8.1438 25.1718
C 17.6317 8.4746 25.6630
C 18.6032 8.6490 24.4762
N 18.3877 7.7124 23.3785
O 19.2926 7.9197 22.3336
C 18.4265 10.1252 24.0355
C 20.0153 8.4637 25.0184
C 16.3316 8.1382 22.0172
H 18.0231 5.1989 22.9317
H 17.8949 6.0344 21.3917
H 16.4822 5.2823 22.0638
H 15.3168 6.5409 23.9639
H 16.8028 6.1545 24.8455
H 15.6069 7.8480 26.0347
H 15.6931 8.9882 24.7147
H 17.9756 7.6513 26.2979
H 17.5842 9.3548 26.3023
H 18.5860 10.2311 22.9569
H 17.4172 10.5326 24.1450
H 19.1076 10.8203 24.5287
H 20.7455 8.8390 24.2957
H 20.1358 8.9454 25.9872
H 20.2882 7.4088 25.1164
H 15.2506 8.0108 21.9322
H 16.8112 7.8958 21.0639
H 16.4401 9.2171 22.1391
H 19.9442 7.2085 22.4211
C 23.1836 -6.5044 26.6473
C 23.0500 -5.0817 26.0231
C 22.1656 -5.1969 24.7655
C 20.6882 -5.2739 25.0396
C 20.1454 -4.2063 25.9854
C 21.0266 -4.0524 27.2319
N 22.4629 -4.1348 26.9469
O 23.1850 -4.0293 28.1522
C 20.7125 -2.6867 27.8954
C 20.5854 -5.0815 28.2902
C 24.4114 -4.5716 25.5910
H 23.8258 -6.3379 27.5155
H 23.6665 -7.2301 25.9945
H 22.2179 -6.8878 26.9634
H 22.3516 -4.3179 24.1331
H 22.5376 -6.0130 24.1439
H 20.3788 -6.2626 25.3814
H 20.2219 -5.0665 24.0702
H 19.1498 -4.5623 26.2710
H 19.8922 -3.2299 25.5640
H 19.7316 -2.3050 27.6023
H 20.7410 -2.6888 28.9840
H 21.4149 -1.9198 27.5489
H 20.4282 -6.0705 27.8502
H 21.2705 -5.1341 29.1334
H 19.6099 -4.8205 28.7111
H 24.4373 -3.5744 25.1473
H 24.7957 -5.1772 24.7610
H 25.1399 -4.6391 26.4003
H 23.4521 -3.1048 28.1985
*
```


Record 4
A cluster of 9 separate species, C42H39N9O12 in total at a distorted geometry, computed with ωB97M-V/def2-TZVPD.

The orbital gap is 9.0 eV. The LUMO energy comes out at -1.1 eV. The SMILES is O=[N+]([O-])c1ccccc1.O=[N+]([O-])c1ccccc1.O=[N+]([O-])c1ccccc1.O=[N+]([O-])c1ccccc1.O=[N+]([O-])c1ccccc1.O=[N+]([O-])c1ccccc1.CC#N.CC#N.CC#N. The calculation puts the HOMO energy at -0.3687 Eh. The relative energy (zero: lowest compared OMol25 entry of this formula, charge and spin) comes out at 0.000 eV.

```
! wB97M-V def2-TZVPD RIJCOSX def2/J DEFGRID3
* xyz 0 1
C 14.0849 -7.2763 11.1461
C 14.2258 -6.0304 11.8832
N 14.3891 -5.0387 12.4344
H 13.3547 -7.1438 10.3489
H 13.7875 -8.1055 11.7856
H 15.0525 -7.5482 10.7276
C 16.9757 -5.9658 14.9316
C 16.4165 -7.0896 14.2170
N 15.9682 -7.9797 13.6555
H 18.0335 -5.8630 14.6732
H 16.8947 -6.0509 16.0095
H 16.5108 -5.0441 14.5783
C 20.4448 -15.0390 14.8717
C 21.5333 -15.9672 14.5841
N 22.3714 -16.7179 14.3770
H 19.5379 -15.4278 14.4030
H 20.6394 -14.0247 14.5408
H 20.2586 -15.0594 15.9454
C 10.4009 -13.8893 4.6209
C 10.2204 -12.9908 5.6524
C 11.1528 -12.8759 6.6738
C 12.3171 -13.6118 6.6003
C 12.5159 -14.4970 5.5579
C 11.5530 -14.6812 4.5894
N 13.2462 -13.6300 7.7167
O 12.9416 -13.0581 8.7485
O 14.2755 -14.2655 7.5949
H 9.6645 -14.0095 3.8377
H 9.3088 -12.4120 5.7306
H 10.9357 -12.1864 7.4774
H 13.4105 -15.1080 5.5340
H 11.6951 -15.3309 3.7382
C 11.1993 -9.7229 10.5953
C 10.8602 -10.2598 11.8329
C 9.7866 -9.7509 12.5465
C 9.0084 -8.7711 11.9706
C 9.3570 -8.1838 10.7741
C 10.4726 -8.6529 10.0941
N 7.8177 -8.2827 12.6818
O 7.7226 -8.5474 13.8649
O 7.0361 -7.6015 12.0581
H 12.0151 -10.1364 10.0156
H 11.4675 -11.0460 12.2631
H 9.5758 -10.1372 13.5331
H 8.7270 -7.4130 10.3546
H 10.7032 -8.1946 9.1402
C 13.4949 -17.7738 17.6520
C 14.8769 -17.9320 17.7398
C 15.6674 -17.7113 16.6355
C 15.0592 -17.3476 15.4475
C 13.6944 -17.1852 15.3482
C 12.9008 -17.3908 16.4623
N 15.9145 -16.9787 14.3235
O 15.3717 -16.5962 13.2994
O 17.1146 -17.0380 14.4715
H 12.9400 -17.9076 18.5729
H 15.3425 -18.1916 18.6808
H 16.7375 -17.8614 16.6292
H 13.2899 -16.8034 14.4202
H 11.8493 -17.1470 16.4072
C 17.8239 -14.2815 17.7030
C 17.7771 -12.9422 18.0917
C 17.2767 -12.5515 19.3188
C 16.9534 -13.5636 20.2130
C 17.1401 -14.8904 19.9168
C 17.5164 -15.2611 18.6298
N 16.5178 -13.1665 21.5552
O 16.6714 -13.9810 22.4513
O 16.0765 -12.0522 21.6970
H 18.2096 -14.4687 16.7108
H 18.0168 -12.1854 17.3545
H 17.1625 -11.5112 19.5787
H 17.0562 -15.6232 20.7083
H 17.6326 -16.3135 18.4116
C 14.5073 -11.4485 11.0352
C 15.5223 -10.6549 11.5353
C 16.2695 -11.0850 12.6179
C 15.9952 -12.3241 13.1519
C 14.9913 -13.1259 12.6630
C 14.2322 -12.6898 11.5910
N 16.8737 -12.8323 14.2048
O 16.9666 -14.0426 14.2961
O 17.4528 -12.0188 14.8991
H 13.9400 -11.1319 10.1683
H 15.8044 -9.7141 11.0838
H 17.1398 -10.5281 12.9302
H 14.8570 -14.1306 13.0454
H 13.4096 -13.2770 11.2142
C 15.2332 -10.2082 7.7113
C 16.3686 -10.9682 7.9748
C 16.8786 -11.8774 7.0571
C 16.2178 -12.0297 5.8483
C 15.0425 -11.3384 5.6093
C 14.5331 -10.4491 6.5312
N 16.7410 -12.9138 4.8143
O 16.2066 -12.8876 3.7300
O 17.6879 -13.6174 5.1161
H 14.8442 -9.6103 8.5268
H 16.9965 -10.7703 8.8353
H 17.7508 -12.4737 7.2808
H 14.5062 -11.4951 4.6814
H 13.6663 -9.8390 6.3112
*
```